[1]
Entry from the OMol25 dataset: C4H7NO in the gas phase in a non-equilibrium geometry (ωB97M-V/def2-TZVPD).

Each line ends with the Löwdin charge.
Atoms and positions in Å:
N  1.021  -2.717  -1.419  0.136
C  0.717  -2.025  -0.543  -0.229
C  0.366  -1.141  0.578  -0.187
C  0.495  0.355  0.245  -0.179
C  -0.678  0.948  -0.555  -0.265
O  -1.552  1.695  0.275  -0.074
H  -0.656  -1.370  0.901  0.125
H  1.026  -1.391  1.415  0.118
H  0.507  0.894  1.197  0.111
H  1.457  0.537  -0.245  0.115
H  -0.312  1.555  -1.395  0.117
H  -1.293  0.153  -0.992  0.121
H  -1.097  2.506  0.539  0.089

Output
- Energy relative to the best compared isomer or geometry (same formula, charge and spin): 28.1 kcal per mole
- LUMO level: 0.0268 Ha
- Gap between HOMO and LUMO: 11.5 eV
- Multiplicity: 1
- E_HOMO: -0.3962 Ha


[2]
Entry from the OMol25 dataset: C4H7NO in the gas phase in a non-equilibrium geometry (ωB97M-V/def2-TZVPD).

Each line ends with the Löwdin charge.
Atoms and positions in Å:
C  -2.038  -0.008  0.020  -0.217
C  -0.159  0.050  0.051  -0.602
C  0.777  -1.141  0.021  -0.043
C  0.799  1.165  -0.066  -0.036
N  -1.247  -0.036  1.017  0.144
O  -1.188  0.058  -1.009  0.024
H  -3.138  0.019  0.100  0.140
H  0.297  -2.185  0.039  0.112
H  1.601  -1.066  0.852  0.129
H  1.252  -1.179  -0.883  0.035
H  0.236  2.051  0.104  0.071
H  1.394  1.151  -1.091  0.151
H  1.413  1.120  0.843  0.093

Output
- Energy relative to the best compared isomer or geometry (same formula, charge and spin): 62.1 kcal per mole
- LUMO level: 0.0383 Ha
- Gap between HOMO and LUMO: 11.2 eV
- Multiplicity: 1
- E_HOMO: -0.3723 Ha


[3]
Entry from the OMol25 dataset: C4H7NO in the gas phase in a non-equilibrium geometry (ωB97M-V/def2-TZVPD).

Each line ends with the Löwdin charge.
Atoms and positions in Å:
C  -1.323  -0.787  0.069  -0.086
C  -0.817  0.623  -0.271  -0.244
O  0.206  1.111  0.606  -0.142
C  1.504  0.744  0.241  -0.210
C  1.603  -0.721  0.085  -0.165
N  1.360  -1.843  -0.042  0.158
H  -2.139  -1.042  -0.613  0.076
H  -0.589  -1.615  -0.033  0.030
H  -1.703  -0.784  1.097  0.081
H  -1.638  1.342  -0.161  0.119
H  -0.466  0.691  -1.312  0.121
H  2.174  1.073  1.039  0.131
H  1.828  1.209  -0.704  0.131

Output
- Energy relative to the best compared isomer or geometry (same formula, charge and spin): 44.7 kcal per mole
- LUMO level: 0.0322 Ha
- Gap between HOMO and LUMO: 11.5 eV
- Multiplicity: 1
- E_HOMO: -0.3902 Ha


[4]
Entry from the OMol25 dataset: C4H7NO in the gas phase (ωB97M-V/def2-TZVPD).

Each line ends with the Löwdin charge.
Atoms and positions in Å:
O  1.355  0.087  1.760  -0.079
C  1.598  0.306  0.387  -0.226
C  0.394  -0.347  -0.260  -0.221
C  -0.638  0.328  -1.039  -0.165
C  -1.786  -0.415  -0.478  -0.104
N  -0.833  0.242  0.405  0.002
H  0.386  0.198  1.792  0.063
H  2.558  -0.157  0.124  0.122
H  1.671  1.378  0.139  0.121
H  0.457  -1.438  -0.291  0.142
H  -0.611  1.271  -1.565  0.131
H  -1.783  -1.505  -0.437  0.106
H  -2.767  0.051  -0.537  0.108

Output
- Energy relative to the best compared isomer or geometry (same formula, charge and spin): 79.3 kcal per mole
- LUMO level: 0.0421 Ha
- Gap between HOMO and LUMO: 11.2 eV
- Multiplicity: 1
- E_HOMO: -0.3682 Ha


[5]
Entry from the OMol25 dataset: C4H7NO in the gas phase (ωB97M-V/def2-TZVPD).

Each line ends with the Löwdin charge.
Atoms and positions in Å:
N  -1.836  -0.637  0.296  0.161
C  -0.750  -0.939  -0.475  -0.523
O  -0.612  -2.026  -1.004  0.055
C  0.258  0.172  -0.621  -0.225
C  1.586  0.063  0.065  -0.104
C  0.592  1.100  0.514  -0.126
H  -2.035  0.315  0.550  0.097
H  -2.590  -1.307  0.313  0.109
H  0.276  0.584  -1.628  0.145
H  1.751  -0.795  0.710  0.111
H  2.464  0.393  -0.482  0.102
H  0.788  2.145  0.287  0.099
H  0.107  0.932  1.473  0.099

Output
- Energy relative to the best compared isomer or geometry (same formula, charge and spin): 19.8 kcal per mole
- LUMO level: 0.0355 Ha
- Gap between HOMO and LUMO: 10.7 eV
- Multiplicity: 1
- E_HOMO: -0.3571 Ha


[6]
Entry from the OMol25 dataset: 2 unconnected molecules or ions with the total composition C4H7NO in a non-equilibrium geometry (ωB97M-V/def2-TZVPD).

Each line ends with the Löwdin charge.
Atoms and positions in Å:
C  -1.173  -0.581  -1.873  -0.059
C  -0.522  -1.056  -0.658  -0.264
N  -0.068  -1.585  0.266  0.153
H  -1.808  0.276  -1.669  0.083
H  -1.775  -1.408  -2.249  0.085
H  -0.451  -0.287  -2.635  0.089
C  0.674  0.305  1.810  -0.090
C  0.945  0.893  0.500  -0.422
O  0.126  1.453  -0.193  0.000
H  -0.373  0.211  2.113  0.089
H  1.311  -0.497  2.204  0.088
H  1.072  1.340  2.067  0.116
H  2.041  0.935  0.316  0.131

Output
- Energy relative to the best compared isomer or geometry (same formula, charge and spin): 52.2 kcal per mole
- LUMO level: 0.0361 Ha
- Gap between HOMO and LUMO: 10.7 eV
- Multiplicity: 1
- E_HOMO: -0.3586 Ha


[7]
Entry from the OMol25 dataset: C4H7NO in the gas phase in a non-equilibrium geometry (ωB97M-V/def2-TZVPD).

Each line ends with the Löwdin charge.
Atoms and positions in Å:
C  -0.573  0.135  -1.199  0.054
C  -0.153  -0.096  0.039  -0.392
C  -1.091  -0.590  1.150  -0.037
C  0.829  0.835  0.383  -0.241
N  1.996  0.960  -0.070  0.006
O  2.135  -0.010  -0.988  -0.152
H  0.080  0.710  -2.015  0.139
H  -1.508  -0.346  -1.684  0.106
H  -1.481  0.144  1.752  0.044
H  -0.473  -1.253  1.803  0.087
H  -1.827  -1.386  0.724  0.115
H  0.719  1.631  1.116  0.130
H  1.346  -0.734  -1.011  0.140

Output
- Energy relative to the best compared isomer or geometry (same formula, charge and spin): 113.7 kcal per mole
- LUMO level: 0.0160 Ha
- Gap between HOMO and LUMO: 9.5 eV
- Multiplicity: 1
- E_HOMO: -0.3338 Ha


[8]
Entry from the OMol25 dataset: C4H7NO in the gas phase (ωB97M-V/def2-TZVPD).

Each line ends with the Löwdin charge.
Atoms and positions in Å:
C  1.923  0.291  0.515  -0.082
O  0.841  -0.617  0.580  -0.110
C  -0.362  -0.177  0.083  -0.368
C  -1.561  -0.912  0.601  -0.026
C  -0.503  0.702  -0.883  -0.139
N  -0.725  1.502  -1.802  0.130
H  1.874  1.002  1.350  0.096
H  1.946  0.851  -0.429  0.084
H  2.834  -0.307  0.593  0.091
H  -1.497  -1.968  0.315  0.086
H  -1.620  -0.851  1.693  0.084
H  -2.474  -0.489  0.171  0.086
H  -0.718  0.986  -2.687  0.069

Output
- Energy relative to the best compared isomer or geometry (same formula, charge and spin): 63.2 kcal per mole
- LUMO level: 0.0350 Ha
- Gap between HOMO and LUMO: 9.1 eV
- Multiplicity: 1
- E_HOMO: -0.2987 Ha


[9]
Entry from the OMol25 dataset: C4H7NO in the gas phase (ωB97M-V/def2-TZVPD).

Each line ends with the Löwdin charge.
Atoms and positions in Å:
O  1.916  0.573  0.533  -0.023
C  0.966  0.227  -0.428  -0.334
C  0.257  -1.168  -0.291  -0.069
C  -1.057  -0.425  -0.093  -0.247
N  -0.845  0.460  1.066  0.055
C  -0.406  0.891  -0.273  -0.204
H  1.422  0.590  1.369  0.086
H  1.419  0.372  -1.412  0.145
H  0.586  -1.779  0.554  0.113
H  0.296  -1.749  -1.216  0.108
H  -2.057  -0.736  -0.376  0.134
H  -1.722  0.932  1.280  0.098
H  -0.775  1.812  -0.712  0.138

Output
- Energy relative to the best compared isomer or geometry (same formula, charge and spin): 60.1 kcal per mole
- LUMO level: 0.0381 Ha
- Gap between HOMO and LUMO: 10.5 eV
- Multiplicity: 1
- E_HOMO: -0.3468 Ha


[10]
Entry from the OMol25 dataset: C4H7NO in the gas phase in a non-equilibrium geometry (ωB97M-V/def2-TZVPD).

Each line ends with the Löwdin charge.
Atoms and positions in Å:
O  1.785  0.769  0.432  -0.035
C  0.896  0.254  -0.514  -0.341
C  0.322  -1.169  -0.212  -0.058
C  -1.039  -0.529  0.160  -0.245
N  -0.741  0.513  1.136  0.060
C  -0.528  0.733  -0.362  -0.211
H  1.317  0.661  1.283  0.086
H  1.318  0.424  -1.501  0.142
H  0.860  -1.770  0.525  0.110
H  0.212  -1.719  -1.153  0.113
H  -2.014  -0.969  -0.021  0.134
H  -1.174  1.429  1.056  0.097
H  -1.176  1.412  -0.919  0.147

Output
- Energy relative to the best compared isomer or geometry (same formula, charge and spin): 88.3 kcal per mole
- LUMO level: 0.0370 Ha
- Gap between HOMO and LUMO: 10.7 eV
- Multiplicity: 1
- E_HOMO: -0.3548 Ha


Repeat the third record exactly.
Entry from the OMol25 dataset: C4H7NO in the gas phase in a non-equilibrium geometry (ωB97M-V/def2-TZVPD).

Each line ends with the Löwdin charge.
Atoms and positions in Å:
C  -1.323  -0.787  0.069  -0.086
C  -0.817  0.623  -0.271  -0.244
O  0.206  1.111  0.606  -0.142
C  1.504  0.744  0.241  -0.210
C  1.603  -0.721  0.085  -0.165
N  1.360  -1.843  -0.042  0.158
H  -2.139  -1.042  -0.613  0.076
H  -0.589  -1.615  -0.033  0.030
H  -1.703  -0.784  1.097  0.081
H  -1.638  1.342  -0.161  0.119
H  -0.466  0.691  -1.312  0.121
H  2.174  1.073  1.039  0.131
H  1.828  1.209  -0.704  0.131

Output
- Energy relative to the best compared isomer or geometry (same formula, charge and spin): 44.7 kcal per mole
- LUMO level: 0.0322 Ha
- Gap between HOMO and LUMO: 11.5 eV
- Multiplicity: 1
- E_HOMO: -0.3902 Ha